No. 1
DFT (wB97M-V/def2-TZVPD) results for C6H10 as an isolated structure at a distorted geometry.

Results
relative energy (zero: lowest compared OMol25 entry of this formula, charge and spin): 73.5 kcal/mol
E_HOMO: -7.397 eV

CARTESIAN COORDINATES (ANGSTROEM)
C  -1.164  0.768  1.289
C  0.275  0.649  0.864
C  0.829  -0.557  0.256
C  -0.043  -1.475  -0.536
C  0.138  -0.112  -1.507
C  0.686  0.948  -0.530
H  -1.368  0.147  2.166
H  -1.856  0.481  0.491
H  -1.369  1.812  1.539
H  0.984  1.026  1.587
H  1.862  -0.827  0.300
H  0.393  -2.436  -0.882
H  -1.080  -1.656  -0.171
H  -0.846  0.059  -1.894
H  0.906  -0.263  -2.274
H  1.654  1.437  -0.698

Löwdin charges, unit e, in atom order: atom 1 (C): -0.057, atom 2 (C): -0.356, atom 3 (C): -0.221, atom 4 (C): -0.090, atom 5 (C): -0.154, atom 6 (C): -0.114, atom 7 (H): 0.081, atom 8 (H): 0.076, atom 9 (H): 0.079, atom 10 (H): 0.138, atom 11 (H): 0.124, atom 12 (H): 0.099, atom 13 (H): 0.099, atom 14 (H): 0.072, atom 15 (H): 0.110, atom 16 (H): 0.113

No. 2
DFT (wB97M-V/def2-TZVPD) results for one molecule with the formula C6H10.

Results
relative energy (zero: lowest compared OMol25 entry of this formula, charge and spin): 39.3 kcal/mol
SMILES: C#C[C@H](C)CC
E_HOMO: -9.907 eV

CARTESIAN COORDINATES (ANGSTROEM)
C  -1.003  -2.142  0.565
C  -0.097  -1.351  0.481
C  0.643  -0.078  0.321
C  1.140  0.427  1.699
C  -0.351  0.832  -0.456
C  -0.593  0.341  -1.892
H  -1.845  -2.800  0.608
H  1.527  -0.219  -0.315
H  0.428  1.081  2.217
H  1.313  -0.441  2.342
H  2.094  0.958  1.617
H  -0.047  1.890  -0.479
H  -1.298  0.791  0.095
H  0.344  0.119  -2.420
H  -1.199  -0.570  -1.918
H  -1.124  1.102  -2.471

Löwdin charges, unit e, in atom order: atom 1 (C): 0.115, atom 2 (C): -0.132, atom 3 (C): -0.384, atom 4 (C): -0.066, atom 5 (C): -0.235, atom 6 (C): -0.112, atom 7 (H): 0.028, atom 8 (H): 0.131, atom 9 (H): 0.080, atom 10 (H): 0.072, atom 11 (H): 0.073, atom 12 (H): 0.111, atom 13 (H): 0.111, atom 14 (H): 0.075, atom 15 (H): 0.065, atom 16 (H): 0.068

No. 3
DFT (wB97M-V/def2-TZVPD) results for one molecule with the formula C6H10 at a distorted geometry.

Results
relative energy (zero: lowest compared OMol25 entry of this formula, charge and spin): 20.1 kcal/mol
SMILES: CC1=CCCC1
E_HOMO: -8.430 eV

CARTESIAN COORDINATES (ANGSTROEM)
C  2.192  0.169  0.176
C  0.712  0.115  -0.011
C  -0.035  1.075  -0.550
C  -1.493  0.830  -0.234
C  -1.575  -0.686  0.125
C  -0.105  -1.165  0.087
H  2.626  -0.319  -0.699
H  2.537  1.208  0.201
H  2.570  -0.342  1.071
H  0.266  2.101  -0.738
H  -1.408  1.369  0.694
H  -2.331  1.261  -0.797
H  -1.993  -0.726  1.133
H  -2.213  -1.343  -0.487
H  0.117  -1.675  -0.859
H  0.133  -1.874  0.889

Löwdin charges, unit e, in atom order: atom 1 (C): -0.061, atom 2 (C): -0.321, atom 3 (C): -0.079, atom 4 (C): -0.180, atom 5 (C): -0.171, atom 6 (C): -0.154, atom 7 (H): 0.079, atom 8 (H): 0.076, atom 9 (H): 0.078, atom 10 (H): 0.109, atom 11 (H): 0.095, atom 12 (H): 0.105, atom 13 (H): 0.097, atom 14 (H): 0.103, atom 15 (H): 0.114, atom 16 (H): 0.109

No. 4
DFT (wB97M-V/def2-TZVPD) results for one molecule with the formula C6H10 at a distorted geometry.

Results
relative energy (zero: lowest compared OMol25 entry of this formula, charge and spin): 77.0 kcal/mol
SMILES: C#CC(C)(C)C
E_HOMO: -9.178 eV

CARTESIAN COORDINATES (ANGSTROEM)
C  2.388  0.193  0.372
C  1.220  0.275  0.103
C  -0.182  0.024  0.085
C  -1.143  0.823  -0.792
C  -0.568  0.376  1.597
C  0.174  -1.360  -0.891
H  3.405  -0.019  0.188
H  -1.199  1.886  -0.532
H  -2.152  0.403  -0.665
H  -0.853  0.726  -1.837
H  0.060  -0.137  2.328
H  -0.318  1.452  1.735
H  -1.629  0.285  1.855
H  -0.751  -1.868  -1.132
H  0.605  -0.968  -1.844
H  0.943  -2.091  -0.571

Löwdin charges, unit e, in atom order: atom 1 (C): 0.114, atom 2 (C): -0.228, atom 3 (C): -0.463, atom 4 (C): -0.079, atom 5 (C): -0.042, atom 6 (C): -0.025, atom 7 (H): 0.022, atom 8 (H): 0.084, atom 9 (H): 0.089, atom 10 (H): 0.074, atom 11 (H): 0.074, atom 12 (H): 0.091, atom 13 (H): 0.071, atom 14 (H): 0.054, atom 15 (H): 0.083, atom 16 (H): 0.078

No. 5
DFT (wB97M-V/def2-TZVPD) results for one molecule with the formula C6H10 at a distorted geometry.

Results
relative energy (zero: lowest compared OMol25 entry of this formula, charge and spin): 60.9 kcal/mol
SMILES: CC#CCCC
E_HOMO: -8.940 eV

CARTESIAN COORDINATES (ANGSTROEM)
C  2.365  -0.383  1.017
C  1.312  -0.016  0.081
C  0.782  0.369  -0.947
C  -0.441  0.642  -1.648
C  -1.754  0.272  -0.567
C  -1.347  -0.226  0.810
H  3.298  -0.212  0.476
H  2.359  0.234  1.920
H  2.319  -1.433  1.319
H  -0.541  0.021  -2.550
H  -0.510  1.697  -1.951
H  -2.305  1.216  -0.524
H  -2.326  -0.474  -1.126
H  -1.621  -1.264  1.040
H  -1.601  0.437  1.646
H  -0.192  -0.229  0.776

Löwdin charges, unit e, in atom order: atom 1 (C): -0.092, atom 2 (C): -0.147, atom 3 (C): -0.082, atom 4 (C): -0.153, atom 5 (C): -0.172, atom 6 (C): -0.131, atom 7 (H): 0.083, atom 8 (H): 0.081, atom 9 (H): 0.081, atom 10 (H): 0.095, atom 11 (H): 0.095, atom 12 (H): 0.084, atom 13 (H): 0.084, atom 14 (H): 0.073, atom 15 (H): 0.072, atom 16 (H): 0.029

No. 6
DFT (wB97M-V/def2-TZVPD) results for one molecule with the formula C6H10.

Results
relative energy (zero: lowest compared OMol25 entry of this formula, charge and spin): 20.0 kcal/mol
SMILES: C=CCC(=C)C
E_HOMO: -9.415 eV

CARTESIAN COORDINATES (ANGSTROEM)
C  -0.721  1.229  -1.518
C  -1.461  0.382  -0.829
C  -0.940  -0.697  0.079
C  0.513  -0.537  0.432
C  1.462  -1.249  -0.152
C  0.801  0.490  1.484
H  -1.160  1.971  -2.162
H  0.355  1.213  -1.469
H  -2.541  0.417  -0.908
H  -1.102  -1.660  -0.414
H  -1.540  -0.695  0.995
H  2.503  -1.124  0.097
H  1.239  -1.988  -0.904
H  1.870  0.643  1.603
H  0.332  1.437  1.223
H  0.388  0.168  2.441

Löwdin charges, unit e, in atom order: atom 1 (C): 0.002, atom 2 (C): -0.179, atom 3 (C): -0.187, atom 4 (C): -0.407, atom 5 (C): 0.044, atom 6 (C): -0.063, atom 7 (H): 0.050, atom 8 (H): 0.058, atom 9 (H): 0.094, atom 10 (H): 0.116, atom 11 (H): 0.116, atom 12 (H): 0.058, atom 13 (H): 0.062, atom 14 (H): 0.076, atom 15 (H): 0.078, atom 16 (H): 0.082

No. 7
DFT (wB97M-V/def2-TZVPD) results for one molecule with the formula C6H10 at a distorted geometry.

Results
relative energy (zero: lowest compared OMol25 entry of this formula, charge and spin): 79.1 kcal/mol
SMILES: CCC#CCC
E_HOMO: -9.180 eV

CARTESIAN COORDINATES (ANGSTROEM)
C  -0.645  -2.172  -0.394
C  -0.657  -1.391  0.927
C  0.159  -0.183  0.935
C  0.867  0.798  0.998
C  1.233  2.044  0.330
C  0.096  1.697  -1.012
H  -1.090  -1.593  -1.210
H  0.375  -2.440  -0.685
H  -1.221  -3.096  -0.278
H  -1.691  -1.134  1.188
H  -0.266  -2.017  1.733
H  2.315  2.072  0.107
H  1.026  2.915  0.979
H  -0.765  1.657  -0.362
H  -0.313  2.076  -1.985
H  0.578  0.768  -1.273

Löwdin charges, unit e, in atom order: atom 1 (C): -0.105, atom 2 (C): -0.256, atom 3 (C): -0.079, atom 4 (C): -0.116, atom 5 (C): -0.143, atom 6 (C): -0.043, atom 7 (H): 0.072, atom 8 (H): 0.076, atom 9 (H): 0.069, atom 10 (H): 0.113, atom 11 (H): 0.110, atom 12 (H): 0.087, atom 13 (H): 0.087, atom 14 (H): 0.038, atom 15 (H): 0.059, atom 16 (H): 0.032

No. 8
DFT (wB97M-V/def2-TZVPD) results for one molecule with the formula C6H10 at a distorted geometry.

Results
relative energy (zero: lowest compared OMol25 entry of this formula, charge and spin): 173.7 kcal/mol
E_HOMO: -6.869 eV

CARTESIAN COORDINATES (ANGSTROEM)
C  1.981  0.279  0.337
C  0.370  0.082  0.068
C  -0.176  0.221  -1.340
C  -1.703  0.504  -1.242
C  -0.208  -1.116  0.770
C  -0.177  0.088  1.633
H  2.318  -0.172  1.319
H  2.195  1.302  0.279
H  2.607  -0.315  -0.467
H  0.345  -0.245  -2.124
H  -2.071  1.629  -1.431
H  -2.329  0.188  -0.283
H  -2.234  -0.186  -2.065
H  0.655  -1.741  0.996
H  -1.057  -1.510  0.304
H  -0.955  0.701  2.114

Löwdin charges, unit e, in atom order: atom 1 (C): -0.073, atom 2 (C): -0.429, atom 3 (C): 0.014, atom 4 (C): -0.152, atom 5 (C): -0.185, atom 6 (C): 0.013, atom 7 (H): 0.078, atom 8 (H): 0.032, atom 9 (H): 0.090, atom 10 (H): 0.082, atom 11 (H): 0.104, atom 12 (H): 0.101, atom 13 (H): 0.092, atom 14 (H): 0.117, atom 15 (H): 0.078, atom 16 (H): 0.039

No. 9
DFT (wB97M-V/def2-TZVPD) results for one molecule with the formula C6H10 at a distorted geometry.

Results
relative energy (zero: lowest compared OMol25 entry of this formula, charge and spin): 53.2 kcal/mol
SMILES: C#CCCCC
E_HOMO: -9.714 eV

CARTESIAN COORDINATES (ANGSTROEM)
C  -1.761  -0.259  2.492
C  -1.109  -0.992  1.783
C  -0.531  -1.489  0.560
C  0.598  -0.536  0.044
C  0.048  0.480  -0.946
C  1.070  1.494  -1.453
H  -1.825  0.207  3.436
H  -1.545  -1.458  0.117
H  -0.259  -2.543  0.487
H  1.426  -1.102  -0.410
H  1.056  0.002  0.892
H  -0.783  1.000  -0.452
H  -0.378  -0.078  -1.789
H  1.483  2.094  -0.633
H  0.605  2.182  -2.167
H  1.907  1.000  -1.962

Löwdin charges, unit e, in atom order: atom 1 (C): 0.093, atom 2 (C): -0.177, atom 3 (C): -0.211, atom 4 (C): -0.208, atom 5 (C): -0.288, atom 6 (C): -0.118, atom 7 (H): 0.014, atom 8 (H): 0.125, atom 9 (H): 0.110, atom 10 (H): 0.110, atom 11 (H): 0.116, atom 12 (H): 0.111, atom 13 (H): 0.110, atom 14 (H): 0.073, atom 15 (H): 0.069, atom 16 (H): 0.072

No. 10
DFT (wB97M-V/def2-TZVPD) results for one molecule with the formula C6H10.

Results
relative energy (zero: lowest compared OMol25 entry of this formula, charge and spin): 35.6 kcal/mol
SMILES: C#CCCCC
E_HOMO: -9.887 eV

CARTESIAN COORDINATES (ANGSTROEM)
C  3.261  -0.719  0.889
C  2.416  -0.227  0.185
C  1.363  0.366  -0.645
C  0.027  0.572  0.112
C  -1.115  -0.251  -0.482
C  -2.428  -0.109  0.285
H  4.021  -1.118  1.523
H  1.207  -0.284  -1.510
H  1.725  1.314  -1.052
H  -0.247  1.634  0.106
H  0.160  0.297  1.164
H  -0.816  -1.307  -0.501
H  -1.266  0.050  -1.528
H  -2.317  -0.435  1.327
H  -3.219  -0.715  -0.171
H  -2.773  0.932  0.299

Löwdin charges, unit e, in atom order: atom 1 (C): 0.099, atom 2 (C): -0.154, atom 3 (C): -0.214, atom 4 (C): -0.220, atom 5 (C): -0.286, atom 6 (C): -0.121, atom 7 (H): 0.020, atom 8 (H): 0.110, atom 9 (H): 0.112, atom 10 (H): 0.111, atom 11 (H): 0.110, atom 12 (H): 0.112, atom 13 (H): 0.109, atom 14 (H): 0.073, atom 15 (H): 0.068, atom 16 (H): 0.072

> What is the relative energy (zero: lowest compared OMol25 entry of this formula, charge and spin) in the second record?

39.3 kcal/mol

> The highest relative energy (zero: lowest compared OMol25 entry of this formula, charge and spin) belongs to which entry?

number 8

> What is the formula in the sixth record?

C6H10

Repeat the seventh record exactly.
DFT (wB97M-V/def2-TZVPD) results for one molecule with the formula C6H10 at a distorted geometry.

Results
relative energy (zero: lowest compared OMol25 entry of this formula, charge and spin): 79.1 kcal/mol
SMILES: CCC#CCC
E_HOMO: -9.180 eV

CARTESIAN COORDINATES (ANGSTROEM)
C  -0.645  -2.172  -0.394
C  -0.657  -1.391  0.927
C  0.159  -0.183  0.935
C  0.867  0.798  0.998
C  1.233  2.044  0.330
C  0.096  1.697  -1.012
H  -1.090  -1.593  -1.210
H  0.375  -2.440  -0.685
H  -1.221  -3.096  -0.278
H  -1.691  -1.134  1.188
H  -0.266  -2.017  1.733
H  2.315  2.072  0.107
H  1.026  2.915  0.979
H  -0.765  1.657  -0.362
H  -0.313  2.076  -1.985
H  0.578  0.768  -1.273

Löwdin charges, unit e, in atom order: atom 1 (C): -0.105, atom 2 (C): -0.256, atom 3 (C): -0.079, atom 4 (C): -0.116, atom 5 (C): -0.143, atom 6 (C): -0.043, atom 7 (H): 0.072, atom 8 (H): 0.076, atom 9 (H): 0.069, atom 10 (H): 0.113, atom 11 (H): 0.110, atom 12 (H): 0.087, atom 13 (H): 0.087, atom 14 (H): 0.038, atom 15 (H): 0.059, atom 16 (H): 0.032